The following is a DFT calculation (wB97M-V/def2-TZVPD) of one molecule with the formula C2H6N2OS.

```
12
C2H6N2OS wB97M-V/def2-TZVPD
C -0.45679 0.76928 -0.10640
O -2.37302 -0.60848 -0.13041
H 1.62884 -1.58957 -0.38860
N -0.98704 -0.53931 -0.22157
C 1.89543 -0.79004 0.30456
S 1.35900 0.85656 -0.35997
H -0.71008 -0.91809 -1.18168
H 1.52176 -1.00583 1.29902
H 2.98666 -0.66054 0.32641
H -0.92292 2.56198 0.19872
N -1.31650 1.62640 0.30040
H -2.62535 0.29765 -0.04048
```

Multiplicity ... 1
HOMO energy ... -9.31 eV
Energy ... -18032.1129 eV
SMILES string ... [H]/N=C(/NO)SC
Maximum force ... 0.054 hartree/bohr
M ... 106.150 Da
Energy relative to the best compared isomer or geometry (same formula, charge and spin) ... 259.8 kJ/mol